{
  "formula": "C17H37BFN2O6P",
  "method": "ωB97M-V with the def2-TZVPD basis set",
  "smiles": "CCN[C@](O)(O[C@H](CCCF)[C@H](OCCCCCN(C)C(C)=O)B(C)O)[PH2]=O",
  "gap_ha": 0.3531,
  "charge": 0,
  "homo_ha": -0.3434,
  "total_energy_ha": -1696.848698,
  "elements": ["C", "C", "N", "C", "O", "O", "C", "C", "C", "C", "F", "C", "O", "C", "C", "C", "C", "C", "N", "C", "C", "C", "O", "B", "C", "O", "P", "O", "H", "H", "H", "H", "H", "H", "H", "H", "H", "H", "H", "H", "H", "H", "H", "H", "H", "H", "H", "H", "H", "H", "H", "H", "H", "H", "H", "H", "H", "H", "H", "H", "H", "H", "H", "H", "H"],
  "positions_angstrom": [[1.40335, 3.81040, 3.20608], [1.41164, 2.37159, 2.46168], [0.13309, 2.08078, 1.74915], [-0.40610, 0.72822, 2.04711], [0.53849, -0.33564, 1.89342], [-1.61445, 0.57985, 1.30401], [-1.34925, 0.34249, -0.11373], [-2.16622, 1.44124, -0.93044], [-3.28323, 2.21398, -0.04901], [-4.52995, 1.30225, 0.33457], [-4.76998, 0.36609, -0.70904], [-1.73336, -1.17949, -0.40263], [-2.46542, -1.42206, -1.61986], [-1.62274, -1.28896, -2.77848], [-0.76098, -2.59147, -3.12462], [0.76358, -2.13808, -3.44297], [1.76451, -2.52472, -2.24977], [2.29608, -1.27093, -1.40902], [3.75720, -0.98966, -1.70478], [4.54603, -1.00737, -0.43159], [3.84669, 0.31696, -2.37139], [3.70732, 1.69527, -1.59468], [4.05414, 0.33869, -3.59446], [-2.49536, -1.92080, 0.85729], [-1.67346, -3.00918, 1.74257], [-3.85692, -1.66040, 1.17825], [-0.94656, 0.67382, 3.89670], [-2.47255, 0.73416, 4.07940], [2.50694, 4.11773, 3.27472], [1.00865, 3.74855, 4.26743], [0.89629, 4.61131, 2.58578], [2.21558, 2.47702, 1.64967], [1.69292, 1.61772, 3.26121], [-0.60111, 2.72759, 2.09178], [1.14433, -0.02381, 1.18200], [-0.24597, 0.48295, -0.38522], [-1.41172, 2.26417, -1.20689], [-2.61314, 1.09415, -1.90782], [-2.82102, 2.76849, 0.82288], [-3.68614, 3.02630, -0.75576], [-4.36849, 0.84318, 1.35582], [-5.43156, 2.00493, 0.43254], [-0.73616, -1.75202, -0.50881], [-0.98280, -0.33837, -2.71991], [-2.33016, -1.11038, -3.66450], [-1.20918, -3.20939, -3.97408], [-0.72881, -3.25640, -2.18998], [0.85329, -1.01247, -3.59886], [1.06936, -2.70053, -4.39333], [2.67039, -3.02879, -2.70678], [1.29841, -3.24426, -1.48785], [1.70566, -0.31765, -1.62352], [2.25169, -1.49580, -0.28533], [5.60999, -0.64662, -0.58584], [4.47844, -2.02941, 0.06328], [4.03654, -0.25371, 0.27898], [3.25493, 2.44725, -2.30921], [2.98717, 1.55640, -0.72991], [4.70267, 2.12039, -1.23755], [-0.53478, -2.89185, 1.65830], [-1.89190, -4.07543, 1.39048], [-1.93760, -2.91697, 2.84530], [-4.18249, -2.29314, 1.85030], [-0.52983, -0.61906, 4.39545], [-0.21599, 1.65096, 4.64148]],
  "forces_ev_per_a": [[1.0702, -0.5315, -0.4104], [0.7449, 1.8968, 0.0991], [0.0386, -0.8276, 1.1130], [-0.6254, 0.5052, 0.7075], [-0.1973, 1.8746, -0.8086], [2.2433, -0.4856, 0.1851], [-0.5517, -0.0024, -1.3368], [0.2875, 1.3351, 0.6169], [-0.3243, -0.0871, -1.7397], [0.3092, 1.5562, 0.5990], [0.1903, 1.0210, 1.3838], [0.6478, -0.6667, 0.0534], [0.9856, 0.5313, -0.0703], [-0.6850, -0.0403, -1.3445], [0.8194, 0.7264, 0.8121], [-0.2431, -1.1145, 0.1556], [0.0965, 0.2454, 0.1456], [0.2554, -0.4117, 0.1099], [-0.2036, 1.0455, 0.7689], [-0.7321, 0.9869, 0.6497], [1.1639, 0.3599, -2.5802], [-0.4816, -0.3204, -0.0396], [-0.7822, 0.0342, 3.1590], [-1.0786, 0.1179, 0.6791], [0.6452, -0.2116, 0.1220], [1.9879, -0.9905, -0.4290], [-3.7618, -1.7274, 0.2731], [2.8491, 0.5544, -0.3465], [-1.5901, -0.3412, 0.0580], [0.1962, 0.1572, -1.4064], [0.3662, -1.0303, 0.8120], [-0.8835, -0.5812, 1.3540], [-0.2439, 0.5641, -1.2381], [0.5664, -0.4105, -0.5305], [-0.3659, -0.5160, 0.4658], [-1.4567, -0.0451, 0.7118], [-0.9818, -1.1600, 0.3509], [0.4351, 0.0241, 1.3775], [-0.6735, -0.9796, -0.8208], [0.6236, -1.0648, 0.9489], [-0.1575, -0.1764, -1.5236], [1.0390, -1.2094, -0.3407], [-1.1363, 0.7922, 0.2419], [-0.6179, -1.4072, 0.1225], [0.8457, -0.1565, 1.3142], [0.5390, 1.0532, 1.1611], [-0.1903, 0.8722, -1.3724], [-0.2656, -1.5097, -0.1283], [-0.1599, 1.0651, 1.3303], [-0.9763, 0.6114, 0.7573], [0.4541, 0.8828, -1.3087], [0.3813, -1.2688, 0.2972], [-0.2498, 0.3097, -1.5077], [-1.2440, -0.7645, 0.0642], [0.3121, 1.2805, -0.8642], [0.9216, -1.0280, -0.5085], [0.5879, -0.9815, 0.7563], [0.9746, 0.3138, -0.7733], [-1.2719, -0.8442, -0.3912], [-1.6192, -0.0582, 0.0885], [0.1122, 1.3208, 0.5163], [0.2251, -0.2811, -1.2678], [0.3498, 0.6219, -0.4222], [0.4527, 0.8667, -0.3388], [0.0333, -0.2950, -0.5124]]
}